Record 1
{"formula": "C20H37F6KN4NaO16S3V", "method": "ωB97M-V/def2-TZVPD", "symbols": ["C", "N", "C", "C", "O", "C", "H", "H", "H", "H", "H", "H", "H", "H", "H", "H", "H", "O", "V", "O", "N", "C", "C", "C", "C", "C", "H", "H", "H", "H", "H", "C", "F", "F", "F", "S", "O", "O", "O", "N", "S", "O", "O", "F", "S", "O", "O", "F", "C", "C", "C", "O", "H", "H", "H", "H", "H", "H", "H", "H", "Na", "C", "O", "H", "H", "H", "K", "C", "C", "O", "C", "O", "O", "F", "H", "H", "H", "C", "O", "N", "C", "C", "H", "H", "H", "H", "H", "H", "H"], "xyz": [[-1.63356, 6.56526, 0.83052], [-0.87458, 7.22001, -0.22436], [-1.17596, 6.70502, -1.55477], [-1.31864, 5.16063, -1.66516], [-0.33429, 4.41136, -0.96832], [0.96302, 4.84977, -1.28445], [-2.70859, 6.62923, 0.63918], [-1.31357, 5.53714, 1.05164], [-1.47209, 7.14371, 1.75665], [0.11007, 7.25234, -0.03173], [-0.42482, 7.02611, -2.28952], [-2.11754, 7.16779, -1.88170], [-2.33238, 4.89224, -1.34564], [-1.26629, 4.91345, -2.73687], [1.03154, 5.10672, -2.35025], [1.63749, 3.99168, -1.12172], [1.32688, 5.64701, -0.62105], [-1.10156, 1.73925, -6.18556], [-0.57084, 3.23976, -5.49082], [-0.00600, 4.74527, -4.83540], [-2.38789, -1.04590, -3.05509], [-2.21291, -0.30651, -4.14809], [-3.11774, -0.25200, -5.19791], [-4.27466, -1.01064, -5.10924], [-4.48168, -1.78385, -3.98227], [-3.51202, -1.76705, -2.99087], [-1.29944, 0.27144, -4.17074], [-2.91558, 0.37055, -6.05589], [-5.00588, -0.99423, -5.90679], [-5.37258, -2.38642, -3.87127], [-3.63274, -2.35757, -2.08700], [-5.26183, 3.18403, -0.95007], [-4.40061, 2.57805, -0.13762], [-6.03213, 2.23101, -1.48341], [-6.05919, 3.93411, -0.18641], [-4.37276, 4.17154, -2.23655], [-3.57339, 3.17133, -2.93250], [-3.59832, 5.12500, -1.45525], [-5.44495, 4.75230, -3.02501], [-0.53533, -4.46109, -3.65857], [-0.59191, -5.98589, -3.30947], [0.27257, -6.86667, -4.08292], [-1.84593, -6.53289, -2.90000], [0.21257, -5.93905, -1.91077], [-1.19395, -4.12183, -5.05790], [-0.88102, -2.80414, -5.53290], [-2.54624, -4.54677, -5.27004], [-0.37740, -5.03706, -6.08500], [3.21543, -5.74225, 1.00021], [3.93913, -4.79297, 0.06202], [3.11270, -3.53426, -0.17765], [4.19899, -5.44715, -1.19350], [2.25818, -6.05361, 0.57197], [3.80582, -6.64473, 1.15955], [3.02582, -5.27515, 1.96658], [4.91141, -4.53147, 0.48535], [2.15444, -3.78737, -0.64297], [3.62883, -2.85583, -0.85582], [2.91625, -3.00592, 0.75109], [3.34316, -5.65330, -1.56317], [2.22708, -6.82950, -3.60276], [-3.46615, -0.33455, 0.04085], [-4.53783, 0.13404, 0.58893], [-3.59260, -0.69658, -1.02425], [-2.63160, 0.38972, -0.09397], [-2.98137, -1.21608, 0.51430], [4.53610, -1.79423, -1.70338], [3.79561, 0.65370, 4.28272], [5.09417, 1.13367, 3.70061], [5.40789, 0.09619, 2.77398], [4.22810, -0.43014, 2.37592], [4.09128, -1.13454, 1.42196], [3.22002, -0.06144, 3.18316], [6.06832, 1.20206, 4.63468], [3.94447, -0.02809, 5.12206], [3.15103, 1.46994, 4.60083], [5.02936, 2.08750, 3.17309], [2.03495, -3.04777, 8.30034], [1.69850, -3.93077, 7.54344], [2.00475, -1.72721, 8.00413], [2.42710, -0.71426, 8.95198], [1.53278, -1.32257, 6.69379], [2.40636, -3.25591, 9.31606], [1.59502, -0.03908, 9.16193], [3.25791, -0.14174, 8.53196], [2.75141, -1.17465, 9.88288], [0.50824, -1.66792, 6.55126], [2.16246, -1.77857, 5.92554], [1.56588, -0.23884, 6.59963]], "homo_energy_ev": -6.2272, "gap_ha": 0.076, "total_charge": 0}

=====

Record 2
{"formula": "C3H4F3N", "method": "ωB97M-V/def2-TZVPD", "symbols": ["C", "N", "C", "F", "C", "F", "F", "H", "H", "H", "H"], "xyz": [[1.89537, 0.35327, 0.26268], [0.52840, 0.62867, 0.25351], [-0.25738, -0.22575, -0.19271], [0.14635, -1.49082, -0.57713], [-1.87525, -0.14508, -0.14901], [-2.35691, -0.28833, 1.03115], [-2.19733, 1.12983, -0.48744], [1.92890, -0.26577, 1.16616], [2.37008, 1.26830, 0.26829], [2.18983, -0.17794, -0.66017], [-2.37204, -0.78639, -0.91531]], "homo_energy_ev": -10.7981, "gap_ha": 0.431, "e_above_lowest_kj_mol": 84.0, "total_charge": 0}

=====

Record 3
{"formula": "C21H15Cl7N4O4Sc", "method": "ωB97M-V/def2-TZVPD", "symbols": ["Sc", "O", "C", "O", "C", "C", "C", "C", "C", "C", "N", "C", "C", "C", "C", "C", "C", "N", "H", "H", "H", "H", "H", "H", "H", "H", "H", "H", "N", "N", "C", "O", "O", "H", "H", "H", "Cl", "C", "C", "C", "Cl", "C", "Cl", "C", "Cl", "C", "Cl", "Cl", "C", "Cl", "H", "H"], "xyz": [[-0.52994, 1.06732, -0.32292], [2.84440, -4.96677, 3.13788], [2.58888, -5.16637, 1.83118], [2.89370, -6.18706, 1.29157], [1.91360, -4.04617, 1.08575], [1.16912, -4.39073, -0.03708], [0.53756, -3.41613, -0.78524], [0.67922, -2.07424, -0.43419], [1.40761, -1.72639, 0.69661], [2.02599, -2.71155, 1.45109], [0.03958, -1.03394, -1.18138], [-0.19037, -1.20179, -2.42583], [-0.96932, -0.21179, -3.17925], [-1.12272, -0.31782, -4.54705], [-1.87382, 0.65073, -5.20538], [-2.42781, 1.67769, -4.46816], [-2.21773, 1.71228, -3.09360], [-1.51825, 0.78092, -2.45400], [2.40935, -4.17072, 3.46465], [1.08469, -5.43529, -0.30423], [-0.09199, -3.70852, -1.61462], [1.48108, -0.69369, 1.01135], [2.61566, -2.41585, 2.31058], [0.17053, -2.07732, -2.96185], [-0.66113, -1.13437, -5.08535], [-2.01353, 0.60063, -6.27647], [-3.01136, 2.45661, -4.93695], [-2.61146, 2.51833, -2.48937], [1.76937, 1.31353, -0.54511], [1.89890, 2.22457, -1.62742], [0.88270, 3.20305, -1.72654], [1.04569, 4.17834, -2.40497], [-0.20276, 2.87206, -1.06033], [2.14949, 1.70872, 0.31746], [2.28917, 0.47307, -0.77584], [2.82409, 2.60551, -1.77948], [1.40758, 3.07881, 2.27900], [0.37639, 1.78657, 2.84222], [-0.32781, 1.04531, 1.90823], [-1.15565, 0.07023, 2.42328], [-2.07804, -0.83717, 1.21428], [-1.31460, -0.21479, 3.76907], [-2.36621, -1.45837, 4.29946], [-0.57870, 0.55237, 4.67553], [-0.72529, 0.24938, 6.35306], [0.27215, 1.56321, 4.21375], [1.15496, 2.51237, 5.33470], [-2.91898, 2.36021, 0.32646], [-2.32210, 3.87840, 1.10598], [-2.48593, 3.79806, 2.84572], [-2.93538, 4.67872, 0.71180], [-1.28055, 3.97983, 0.82195]], "homo_energy_ev": -11.8378, "gap_ha": 0.265, "e_above_lowest_kj_mol": 3.6, "total_charge": 1}

=====

Record 4
{"formula": "C30H81N7O8", "method": "ωB97M-V/def2-TZVPD", "symbols": ["C", "O", "C", "C", "C", "N", "H", "H", "H", "H", "H", "H", "H", "H", "H", "H", "H", "C", "O", "C", "C", "C", "N", "H", "H", "H", "H", "H", "H", "H", "H", "H", "H", "H", "C", "O", "C", "C", "C", "N", "H", "H", "H", "H", "H", "H", "H", "H", "H", "H", "H", "C", "O", "C", "C", "C", "N", "H", "H", "H", "H", "H", "H", "H", "H", "H", "H", "H", "C", "O", "C", "C", "C", "N", "H", "H", "H", "H", "H", "H", "H", "H", "H", "H", "H", "C", "O", "C", "C", "C", "N", "H", "H", "H", "H", "H", "H", "H", "H", "H", "H", "H", "C", "O", "C", "C", "N", "C", "C", "O", "C", "H", "H", "H", "H", "H", "H", "H", "H", "H", "H", "H", "H", "H", "H", "H"], "xyz": [[3.07570, 4.70013, -6.75927], [2.46540, 3.98035, -5.71021], [2.90877, 2.63251, -5.61633], [2.67061, 2.16301, -4.20506], [3.39271, 0.87896, -3.83923], [1.20093, 2.01911, -3.93566], [4.15012, 4.84194, -6.59823], [2.63540, 5.69568, -6.67288], [2.86277, 4.26247, -7.73730], [2.41931, 1.98493, -6.35240], [3.98280, 2.56108, -5.82877], [2.97011, 2.95221, -3.50496], [3.31695, 0.14475, -4.64980], [2.90553, 0.38698, -2.99920], [4.46295, 1.01888, -3.68441], [0.91424, 2.94750, -4.26150], [1.09325, 2.08103, -2.92248], [0.97887, -0.84583, 3.86370], [2.30813, -0.60856, 4.29078], [3.17165, -1.73471, 4.25433], [3.65254, -2.15289, 2.85707], [4.67354, -3.29049, 2.93889], [4.34821, -1.01490, 2.22589], [0.46296, -1.32111, 4.70111], [0.83555, -1.40774, 2.93379], [0.47937, 0.07659, 3.55837], [4.05552, -1.40099, 4.81146], [2.78742, -2.52220, 4.91811], [2.78396, -2.46648, 2.27568], [4.08066, -4.17353, 3.21572], [5.32376, -3.18462, 3.80810], [5.12255, -3.49821, 1.97389], [5.19410, -0.85382, 2.76739], [3.79653, -0.17916, 2.41251], [-4.52236, -0.41658, 2.37476], [-4.81383, 0.44677, 3.46020], [-4.77117, -0.19589, 4.73021], [-5.30719, 0.79457, 5.75177], [-4.99624, 0.14192, 7.13379], [-6.77257, 0.90506, 5.69197], [-5.25395, -0.27705, 1.58085], [-4.49081, -1.46823, 2.67538], [-3.51866, -0.20442, 1.99485], [-5.49496, -1.02207, 4.73903], [-3.75746, -0.56501, 4.90525], [-4.72733, 1.71664, 5.85084], [-5.43949, -0.85300, 7.15003], [-5.41367, 0.73320, 7.94642], [-3.90431, 0.13925, 7.18223], [-6.96837, 1.86388, 5.97004], [-7.09755, 0.87943, 4.72728], [4.58201, 4.96350, -1.37407], [3.41360, 4.71690, -0.62137], [2.25995, 4.94996, -1.42133], [1.04613, 4.52915, -0.63825], [0.88010, 5.14433, 0.75775], [1.05270, 3.06058, -0.44367], [4.64979, 6.01597, -1.67827], [4.65399, 4.26308, -2.20734], [5.48342, 4.90954, -0.75954], [2.16501, 5.99181, -1.73761], [2.33569, 4.27125, -2.27722], [0.11694, 4.81069, -1.14451], [1.00610, 6.23532, 0.72545], [1.78672, 4.94127, 1.34445], [0.03986, 4.80155, 1.35168], [2.00912, 2.72341, -0.32155], [0.72799, 2.79043, 0.48047], [1.63683, -0.05580, 0.66166], [0.28884, 0.20050, 0.26795], [0.13486, -0.07886, -1.10840], [-1.21694, 0.52789, -1.49862], [-2.41303, -0.30985, -1.07708], [-1.31464, 0.76496, -2.96325], [2.36308, 0.19783, -0.11606], [1.77069, -1.13689, 0.77899], [1.79222, 0.50214, 1.58094], [0.89663, 0.35139, -1.75751], [0.03692, -1.17124, -1.18465], [-1.24329, 1.54783, -1.10332], [-2.45459, -0.47717, 0.00200], [-2.41095, -1.30312, -1.52831], [-3.32161, 0.23329, -1.34340], [-2.14381, 1.32979, -3.08539], [-0.52269, 1.32408, -3.29733], [-1.79081, 3.62959, -6.83463], [-3.00537, 4.15675, -6.37162], [-3.08874, 4.38512, -4.97601], [-3.26017, 3.11499, -4.12131], [-4.40772, 2.22800, -4.53445], [-3.39377, 3.53598, -2.72535], [-0.95733, 4.31782, -6.63727], [-1.86735, 3.45356, -7.90602], [-1.45328, 2.67661, -6.40522], [-2.24613, 4.98978, -4.61427], [-3.99013, 5.00733, -4.95519], [-2.30748, 2.60218, -4.25357], [-5.39087, 2.69756, -4.52171], [-4.43464, 1.33159, -3.91323], [-4.14587, 1.92505, -5.55088], [-2.97343, 4.44052, -2.52800], [-4.36963, 3.73285, -2.51874], [-1.60492, -3.53000, 1.47473], [-0.38470, -4.11526, 1.93556], [0.51801, -4.47143, 0.89964], [1.35968, -5.62722, 1.41165], [0.61127, -6.83067, 1.66408], [1.48663, -7.98039, 1.98852], [0.63254, -9.14204, 2.40679], [-0.31545, -8.85398, 3.41422], [0.23415, -8.84366, 4.70525], [-1.71908, -3.70348, 0.40431], [-1.64149, -2.44689, 1.62595], [-2.39006, -4.00092, 2.06435], [1.26234, -3.66402, 0.83627], [0.07535, -4.67242, -0.07560], [1.88674, -5.24059, 2.30531], [2.20311, -5.74430, 0.72109], [-0.09703, -6.63263, 2.35768], [2.07660, -7.63222, 2.85556], [2.14378, -8.02012, 1.12248], [1.30750, -9.95879, 2.69329], [0.00866, -9.47101, 1.57386], [0.73070, -9.79120, 4.93679], [-0.54146, -8.69272, 5.45865], [0.91923, -8.01623, 4.92978]], "homo_energy_ev": -8.4066, "gap_ha": 0.332, "e_above_lowest_kj_mol": 137.3, "total_charge": 0}

=====

Record 5
{"formula": "C4H5ClN2O", "method": "ωB97M-V/def2-TZVPD", "symbols": ["H", "N", "C", "C", "N", "C", "C", "O", "Cl", "H", "H", "H", "H"], "xyz": [[-0.74719, 0.86387, 1.97371], [-0.48961, 0.77082, 1.01662], [-1.46818, 0.77717, 0.17826], [-1.32752, 0.32388, -1.12768], [-0.58621, -0.70703, -1.39777], [0.50386, -1.03028, -0.64388], [1.41863, -0.31011, 0.02284], [2.13636, -0.95584, 0.98517], [2.10148, 1.18953, -0.39936], [-2.46160, 1.10066, 0.34605], [-2.23353, 0.49031, -1.64141], [0.44829, -2.14183, -0.65578], [2.70522, -0.37115, 1.34323]], "homo_energy_ev": -7.9620, "gap_ha": 0.289, "e_above_lowest_kj_mol": 356.2, "total_charge": 0}

=====

Record 6
{"formula": "C4H8N3", "method": "ωB97M-V/def2-TZVPD", "symbols": ["C", "C", "C", "C", "N", "N", "N", "H", "H", "H", "H", "H", "H", "H", "H"], "xyz": [[2.45176, 0.58409, -0.34019], [1.25247, 1.16401, -0.04782], [0.99329, -0.97703, 0.13134], [-1.52902, 0.45454, 0.37526], [2.26665, -0.75926, -0.22156], [0.37025, 0.17567, 0.25118], [-2.19933, -0.37715, -0.39716], [3.38936, 1.01717, -0.62472], [0.97712, 2.19787, -0.02669], [0.56666, -1.94856, 0.29365], [-1.57940, 0.27904, 1.44048], [-1.46991, 1.49025, 0.06866], [2.96672, -1.47108, -0.38438], [-2.34246, -0.19296, -1.37443], [-2.46608, -1.29188, -0.06865]], "homo_energy_ev": [-8.8258, -14.6934], "gap_ha": [0.228, 0.287], "s2": 2.0055, "e_above_lowest_kj_mol": 66.4, "total_charge": 1, "multiplicity": 3}

=====

Record 7
{"formula": "C2H16BrO6", "method": "ωB97M-V/def2-TZVPD", "symbols": ["Br", "C", "C", "O", "H", "H", "H", "H", "H", "H", "O", "H", "H", "O", "H", "H", "O", "H", "H", "O", "H", "H", "O", "H", "H"], "xyz": [[-17.56420, -22.71331, 13.91871], [-22.65292, -20.97298, 14.92098], [-21.46739, -21.72009, 15.22909], [-20.34172, -20.88032, 14.82295], [-22.63184, -20.54010, 13.92085], [-22.66035, -20.09876, 15.57197], [-23.54369, -21.58051, 15.08076], [-21.41591, -22.63517, 14.63910], [-21.33841, -22.00112, 16.27431], [-19.58365, -21.40811, 14.56150], [-20.20900, -24.80634, 14.33097], [-19.68108, -24.01194, 14.25060], [-20.07751, -25.26675, 13.50214], [-18.20720, -20.22612, 11.52982], [-18.06390, -21.04271, 12.00824], [-17.39550, -19.73286, 11.64843], [-16.84848, -22.81659, 17.23665], [-17.44392, -22.12183, 17.51773], [-17.00875, -22.90447, 16.29706], [-16.03290, -19.55818, 14.54344], [-16.65927, -20.25628, 14.35229], [-15.66981, -19.32124, 13.69006], [-18.68425, -25.31244, 12.08300], [-18.00208, -25.94684, 11.86299], [-18.20629, -24.54740, 12.40314]], "homo_energy_ev": -6.0684, "gap_ha": 0.341, "e_above_lowest_kj_mol": 30.3, "total_charge": -1}

=====

Record 8
{"formula": "C5H10N", "method": "ωB97M-V/def2-TZVPD", "symbols": ["C", "C", "C", "C", "C", "N", "H", "H", "H", "H", "H", "H", "H", "H", "H", "H"], "xyz": [[1.47581, -0.50665, 1.24917], [0.05406, -0.56352, 0.69124], [-1.14722, 0.38511, 0.92041], [-0.62139, 0.26648, -0.49937], [-0.13341, 1.15596, -1.52598], [-0.48542, -1.20892, -0.50085], [1.50140, -1.31795, 1.98403], [1.57217, 0.47380, 1.79549], [2.17654, -0.88031, 0.56159], [-1.03781, 1.29303, 1.36113], [-2.13915, -0.12627, 1.20606], [-0.08037, 2.17739, -1.33181], [-0.87350, 1.23510, -2.41887], [0.88461, 1.10587, -1.88504], [-1.32863, -1.89370, -0.48771], [0.18231, -1.59543, -1.11949]], "homo_energy_ev": -14.0223, "gap_ha": 0.393, "e_above_lowest_kj_mol": 280.8, "total_charge": 1}

=====

| no. | DFT total energy (Eh) |
| --- | --- |
| 1 | -5706.60170 |
| 2 | -471.02059 |
| 3 | -5311.26147 |
| 4 | -2176.58649 |
| 5 | -800.24388 |
| 6 | -321.06559 |
| 7 | -3111.36905 |
| 8 | -250.89835 |